DFT (ωB97M-V/def2-TZVPD) results for one molecule with the formula C3H3NO in a non-equilibrium geometry.

Last column: Mulliken charge in e.
Element x y z (Å)
N 0.313 -1.961 1.475  -0.350
C -0.136 -1.131 0.807  0.181
C -0.584 -0.037 -0.054  -0.259
C 0.632 0.780 -0.494  0.029
O 0.832 1.087 -1.634  -0.421
H -1.109 -0.413 -0.937  0.237
H -1.268 0.611 0.509  0.256
H 1.320 1.065 0.329  0.328

F_max ... 0.022 hartree/bohr
SMILES string ... N#CCC=O
HOMO energy ... -10.79 eV
Frontier orbital gap ... 11.34 eV
E_tot ... -246.0820 Eh